{
  "formula": "C29H58Br6O11",
  "method": "wB97M-V/def2-TZVPD",
  "elements": ["C", "C", "O", "C", "H", "H", "H", "H", "H", "H", "O", "C", "O", "C", "C", "C", "H", "H", "H", "H", "H", "H", "H", "H", "O", "C", "O", "C", "C", "C", "H", "H", "H", "H", "H", "H", "H", "H", "O", "C", "O", "C", "C", "C", "H", "H", "H", "H", "H", "H", "H", "H", "O", "C", "O", "C", "C", "C", "H", "H", "H", "H", "H", "H", "H", "H", "O", "C", "O", "C", "C", "C", "H", "H", "H", "H", "H", "H", "H", "H", "Br", "C", "C", "Br", "H", "H", "H", "H", "Br", "C", "C", "Br", "H", "H", "H", "H", "Br", "C", "C", "Br", "H", "H", "H", "H"],
  "xyz": [[-1.12852, 0.71945, 0.73805], [0.08478, -0.20087, 0.80587], [-0.03235, -1.20261, 1.46155], [1.39506, 0.03895, 0.07605], [-0.89877, 1.69717, 1.16157], [-2.03014, 0.29707, 1.18163], [-1.33384, 0.75606, -0.33181], [2.10868, 0.59803, 0.68126], [1.14863, 0.68194, -0.76890], [1.92878, -0.86254, -0.22487], [3.10533, 1.12713, 7.61256], [2.91462, 2.14424, 6.93094], [2.97770, 2.20207, 5.64212], [3.14481, 1.12209, 4.81806], [1.77234, 0.72330, 4.18392], [2.78055, 3.51177, 7.60366], [3.50089, 0.26113, 5.38380], [3.93675, 1.30061, 4.09069], [1.43234, 1.54573, 3.55454], [1.13314, 0.53493, 5.04649], [1.82493, -0.13503, 3.51414], [2.66316, 3.37738, 8.67896], [1.85328, 3.92682, 7.20867], [3.68769, 4.08758, 7.42025], [2.55777, 0.17394, -4.38950], [1.30751, 0.16274, -4.47724], [0.54284, -0.93795, -4.32597], [1.10846, -2.24924, -4.13709], [1.47004, -2.52175, -2.67779], [0.57329, 1.36010, -5.01925], [2.04146, -2.42016, -4.67412], [0.47592, -3.06521, -4.48663], [1.80490, -3.53677, -2.46401], [0.52591, -2.55240, -2.13393], [2.15768, -1.80062, -2.23594], [1.12370, 2.30092, -5.02108], [-0.37283, 1.47696, -4.49077], [0.30275, 1.24230, -6.06855], [-4.35662, 4.81945, 3.70885], [-4.03702, 4.71011, 2.55082], [-3.92060, 5.72463, 1.62081], [-4.07811, 7.07491, 2.03194], [-2.73438, 7.69865, 2.28273], [-3.46800, 3.41606, 1.99262], [-4.70050, 7.21508, 2.91573], [-4.52846, 7.63697, 1.21379], [-2.04441, 7.34631, 1.51598], [-2.37927, 7.61497, 3.30986], [-2.85776, 8.77382, 2.15280], [-2.38646, 3.55161, 1.99206], [-3.69337, 3.22358, 0.94368], [-3.74624, 2.55769, 2.60408], [-1.19944, -6.39262, -4.06768], [-0.82305, -6.97882, -3.04634], [-0.77707, -6.53123, -1.83501], [-0.98739, -5.18634, -1.49662], [-0.07608, -4.73563, -0.34636], [-0.50481, -8.44428, -3.10592], [-2.02528, -4.96399, -1.24874], [-0.65183, -4.59030, -2.34529], [0.99148, -4.93270, -0.44430], [-0.34757, -5.15681, 0.62163], [-0.14739, -3.65766, -0.20150], [0.49137, -8.53996, -2.67398], [-0.47893, -8.88120, -4.10419], [-1.16634, -9.04734, -2.48398], [-5.15404, -3.52282, -0.07504], [-4.08696, -2.97844, -0.35404], [-3.47421, -2.79149, -1.53098], [-4.18018, -2.99027, -2.77945], [-4.47582, -4.46959, -2.98293], [-3.29249, -2.42064, 0.75291], [-3.47416, -2.68537, -3.55189], [-5.05487, -2.34036, -2.80468], [-4.74223, -4.59991, -4.03181], [-5.33184, -4.85203, -2.42700], [-3.60547, -5.11433, -2.86090], [-2.22253, -2.39645, 0.54626], [-3.33593, -3.04718, 1.64379], [-3.64810, -1.40388, 0.91976], [5.23683, 4.46311, -5.82819], [3.98156, 3.35920, -4.70954], [4.40670, 3.37018, -3.24188], [3.06652, 2.34450, -2.19460], [3.91655, 2.32816, -5.05715], [2.98081, 3.77970, -4.80846], [4.34614, 4.36873, -2.80907], [5.36935, 2.88204, -3.08976], [-1.94230, 3.30575, -1.43081], [-1.16030, 5.07175, -1.04416], [0.34237, 4.93162, -0.88980], [0.61333, 3.78781, 0.70649], [-1.53956, 5.43998, -0.09092], [-1.40850, 5.80766, -1.80897], [0.92429, 5.84246, -0.74896], [0.73977, 4.41254, -1.76200], [3.88215, -2.46163, 1.05194], [3.14084, -3.18532, 2.68723], [4.15425, -4.11296, 3.44002], [3.49665, -4.66358, 5.17778], [2.21472, -3.72822, 2.49841], [2.84778, -2.31702, 3.27738], [5.14137, -3.65252, 3.48101], [4.37138, -4.97176, 2.80486]],
  "mulliken_spin": [0.096, 0.015, 0.759, 0.079, 0.013, 0.004, 0.006, 0.003, 0.015, -0.004, 0.000, 0.000, 0.000, 0.000, 0.001, 0.000, 0.000, 0.000, 0.000, 0.000, -0.003, 0.000, 0.000, 0.000, 0.000, 0.000, 0.000, 0.000, 0.001, 0.000, 0.000, 0.000, 0.000, -0.001, 0.000, 0.000, 0.000, 0.000, 0.000, 0.000, 0.000, 0.000, 0.000, 0.000, 0.000, 0.000, 0.000, 0.000, 0.000, 0.000, 0.000, 0.000, 0.000, 0.000, 0.000, 0.000, -0.001, 0.000, 0.000, 0.000, 0.000, 0.000, 0.000, 0.000, 0.000, 0.000, 0.002, 0.000, 0.000, 0.000, 0.000, 0.007, 0.000, 0.000, 0.000, 0.000, 0.000, -0.004, 0.000, 0.000, 0.000, 0.000, 0.001, -0.001, 0.000, 0.000, 0.000, 0.000, 0.007, 0.001, 0.000, 0.001, 0.000, 0.001, 0.000, 0.000, 0.005, 0.001, 0.000, 0.000, -0.001, -0.001, 0.000, 0.000],
  "lumo_energy_ev": [-4.60, -8.45],
  "total_charge": 1,
  "gap_ev": [7.4, 3.5],
  "multiplicity": 2,
  "e_tot_ev": -473781.735
}